Below is a cluster of 9 separate species, C39H51BF8O28P in total in a non-equilibrium geometry, with properties calculated with ωB97M-V/def2-TZVPD.

The geometry in XYZ format:
```
128
Properties=species:S:1:pos:R:3:forces:R:3:mulliken_charge:R:1
C 3.84047 6.42519 1.27379 0.21 -0.59 0.08 -0.92
C 3.75677 5.32290 0.21390 -0.53 0.35 0.05 0.37
O 2.39623 5.12442 -0.15722 0.05 -0.16 -0.12 -0.51
B 2.16714 4.10443 -1.09364 0.15 0.02 0.15 0.70
O 2.11668 4.50295 -2.44007 0.05 0.16 0.08 -0.65
P 1.84596 2.23743 -0.46482 -0.63 0.59 0.01 2.61
C 0.43635 2.05523 -1.81737 -0.22 -0.25 -0.07 -1.55
C 1.46541 0.52924 0.33264 0.32 -0.58 -0.02 -0.66
C 2.64745 -0.12334 1.05835 -0.16 -0.16 0.39 -0.89
C 2.69905 0.32632 2.54249 0.18 -0.48 -1.32 0.80
C 4.09579 0.31340 3.13248 -0.02 0.24 0.11 -1.09
O 4.37465 -0.94085 3.81308 -0.41 0.03 0.01 -0.43
C 4.76854 -1.95045 3.00393 0.01 -0.16 0.06 0.77
C 3.86897 -3.15907 3.04325 -0.14 0.13 0.11 -0.90
O 5.77217 -1.91497 2.35178 0.22 0.16 -0.29 -0.58
C 3.20626 1.51736 -1.64449 0.06 -0.47 0.01 0.30
C 3.00396 0.36858 -2.41882 0.34 0.07 -0.21 -0.34
C 4.00261 -0.14449 -3.24502 0.25 0.15 0.03 -0.78
C 5.25395 0.46992 -3.31554 -0.35 0.26 0.26 -0.55
C 5.47264 1.62079 -2.56076 -0.17 -0.15 0.02 -0.77
C 4.46009 2.12172 -1.74108 0.03 -0.14 -0.11 -0.30
H 4.58829 7.15505 0.98304 -0.07 0.22 0.11 -0.17
H 4.14630 5.97666 2.21908 -0.04 0.16 0.13 0.31
H 2.86717 6.88586 1.41831 -0.02 0.11 -0.13 0.36
H 4.15078 4.38784 0.61488 0.16 -0.04 -0.11 0.08
H 4.32398 5.62738 -0.67351 0.15 -0.12 0.00 0.22
H 2.97169 4.43308 -2.87321 -0.05 -0.12 -0.11 0.33
H 2.83300 2.46481 0.62856 0.23 -0.07 -0.15 -0.43
H 0.79943 2.84911 0.45232 0.07 0.14 0.06 -1.12
H -0.17269 1.15874 -1.66078 0.04 -0.06 0.02 0.09
H 0.80776 2.03588 -2.84431 0.09 0.03 0.00 0.43
H -0.23837 2.91478 -1.73090 0.08 0.11 0.07 0.31
H 0.68401 0.70394 1.08221 -0.11 0.16 -0.09 -0.18
H 1.04379 -0.20230 -0.35985 -0.02 0.15 -0.22 0.42
H 2.51594 -1.21053 0.98892 0.21 -0.08 0.11 0.48
H 3.61706 0.08667 0.59783 -0.12 0.23 -0.26 0.28
H 2.31084 1.33984 2.54842 0.03 -0.15 0.25 -0.02
H 2.04218 -0.35131 3.09236 -0.06 0.32 0.43 0.07
H 4.19574 1.11713 3.85778 0.12 -0.22 0.27 0.20
H 4.85780 0.45750 2.36746 0.02 0.06 -0.06 0.52
H 3.79752 -3.58535 2.04666 0.17 -0.08 -0.02 0.30
H 2.87205 -2.89277 3.38376 0.01 -0.01 0.13 0.17
H 4.30961 -3.88889 3.72182 -0.07 -0.11 0.00 0.34
H 2.05130 -0.14752 -2.39383 -0.06 0.05 0.08 0.21
H 3.82899 -1.03292 -3.84199 -0.11 -0.04 0.05 0.41
H 6.03539 0.05745 -3.93995 0.03 0.00 -0.03 0.35
H 6.43364 2.12160 -2.58295 0.04 -0.02 -0.04 0.44
H 4.68135 3.00577 -1.14637 -0.09 0.00 0.08 0.16
C 0.29890 1.80287 6.20090 -0.12 0.00 0.10 -0.09
C 0.12942 3.30175 6.28663 0.23 0.00 -0.01 0.41
O 1.30764 3.78832 5.66685 -0.15 -0.05 -0.17 -0.42
C 1.70856 2.83039 4.76838 -0.19 -0.17 -0.17 0.54
O 2.45728 2.99364 3.86918 0.34 0.66 0.38 -0.40
O 1.07734 1.66703 5.01609 0.05 -0.01 0.10 -0.11
F 0.06848 3.74966 7.56922 0.10 0.04 -0.04 -0.33
H 0.85902 1.41726 7.05503 0.00 0.12 0.06 0.23
H -0.63068 1.25896 6.10295 0.06 0.05 -0.01 -0.04
H -0.73261 3.68920 5.74014 -0.09 0.04 0.14 0.19
C -3.65676 0.87014 -2.84470 -0.10 0.17 -0.07 -0.58
C -4.02444 -0.59409 -2.96261 0.20 0.01 -0.15 0.30
O -2.94250 -1.23074 -2.31490 -0.20 -0.01 0.20 -0.20
C -2.44422 -0.35512 -1.39003 0.15 0.20 -0.15 0.38
O -1.70577 -0.64135 -0.51401 -0.06 -0.20 0.19 -0.29
O -2.92686 0.88724 -1.61898 -0.16 -0.09 0.03 -0.20
F -4.08476 -1.00930 -4.25351 0.02 -0.02 0.03 -0.33
H -3.00669 1.18346 -3.66301 0.02 -0.11 -0.03 0.29
H -4.51729 1.53102 -2.78671 0.04 0.02 0.18 0.32
H -4.95531 -0.87001 -2.46294 -0.04 -0.06 -0.10 0.28
C -1.91253 -4.57209 -1.80268 -0.13 0.13 0.25 0.00
C -1.98881 -5.17041 -3.18572 0.41 0.24 -0.09 0.48
O -0.63677 -5.51562 -3.43935 -0.14 -0.20 0.04 -0.38
C -0.04608 -5.76694 -2.23413 0.07 0.11 0.06 0.54
O 0.98758 -6.32846 -2.09782 0.04 0.01 -0.02 -0.53
O -0.81822 -5.30075 -1.22812 -0.05 -0.02 -0.14 -0.36
F -2.40295 -4.26601 -4.11580 0.01 -0.05 -0.01 -0.31
H -1.66557 -3.51035 -1.83902 0.03 -0.01 -0.13 -0.02
H -2.81821 -4.71432 -1.22412 0.07 -0.17 0.10 0.28
H -2.60172 -6.06179 -3.26821 -0.08 -0.02 -0.05 0.30
C -1.27042 -0.80698 3.03682 0.02 -0.05 -0.19 0.15
C -2.48562 -1.66657 3.30400 0.09 -0.15 -0.06 0.57
O -2.41327 -1.87259 4.71261 -0.23 0.24 0.01 -0.46
C -1.76783 -0.80282 5.23965 0.08 0.02 -0.12 0.56
O -1.73971 -0.51914 6.39834 -0.16 -0.27 -0.07 -0.59
O -1.15707 -0.09513 4.27605 0.17 -0.15 0.05 0.11
F -2.42072 -2.87025 2.68097 0.06 -0.10 0.07 -0.33
H -0.37674 -1.41335 2.88191 -0.04 -0.09 0.02 0.35
H -1.38808 -0.11959 2.20573 0.07 -0.05 0.18 -0.63
H -3.43564 -1.19074 3.06293 0.05 -0.17 -0.01 0.28
C -6.38763 -4.31952 -4.76006 -0.01 0.13 -0.04 -0.53
C -6.80989 -5.76386 -4.93448 0.27 0.22 -0.32 0.42
O -5.79536 -6.45490 -4.22154 -0.23 -0.03 0.13 -0.29
C -5.33978 -5.62720 -3.25381 0.14 0.06 0.06 0.68
O -4.66590 -5.96583 -2.33458 -0.17 -0.04 -0.03 -0.57
O -5.74450 -4.35958 -3.47909 -0.10 0.01 -0.05 -0.27
F -6.77703 -6.15246 -6.23392 0.06 -0.01 0.04 -0.36
H -5.66674 -4.01520 -5.52017 0.02 -0.10 -0.03 0.30
H -7.22143 -3.62362 -4.74963 0.01 0.01 0.20 0.28
H -7.77780 -6.00607 -4.51305 -0.07 -0.11 -0.05 0.35
C -1.98495 2.83004 1.13439 0.16 0.18 -0.11 0.75
C -3.26111 3.61076 1.34299 -0.04 -0.24 -0.19 0.22
O -4.10154 2.66408 1.99425 0.07 0.20 0.26 -0.40
C -3.29260 1.80183 2.66451 -0.01 -0.04 -0.10 0.42
O -3.67475 1.03481 3.49318 -0.16 0.09 -0.08 -0.57
O -2.02004 1.93294 2.26543 -0.11 0.35 -0.03 -0.03
F -3.84673 3.98273 0.17720 -0.04 -0.05 0.02 -0.30
H -2.00542 2.24608 0.21414 -0.08 0.06 -0.02 -0.45
H -1.08186 3.43512 1.14086 0.12 -0.18 0.18 0.03
H -3.15937 4.49186 1.97867 -0.06 0.06 -0.07 0.24
C 7.52003 9.66423 -1.12573 0.14 0.14 0.00 -0.44
C 6.44741 9.17440 -0.17835 -0.18 -0.08 -0.18 0.30
O 6.49413 7.77456 -0.36468 0.34 0.13 0.14 -0.17
C 7.76718 7.45169 -0.74214 -0.07 -0.07 -0.12 0.55
O 8.22196 6.36299 -0.73700 0.00 -0.04 -0.04 -0.47
O 8.43952 8.57248 -1.11996 -0.06 0.05 0.03 -0.34
F 5.22092 9.63528 -0.52082 0.01 -0.04 0.00 -0.29
H 7.11905 9.80526 -2.13055 -0.11 -0.03 0.03 0.28
H 8.00730 10.57747 -0.79485 0.13 -0.09 0.04 0.26
H 6.63100 9.40373 0.87312 -0.11 0.05 0.02 0.30
C -7.16650 -9.78712 -0.89391 0.14 0.00 0.12 -0.41
C -7.45830 -10.74851 -2.02639 -0.17 0.02 0.07 0.31
O -8.27968 -9.96745 -2.87914 0.26 -0.01 -0.11 -0.31
C -7.94521 -8.66494 -2.68478 0.02 0.13 0.04 0.65
O -8.24576 -7.77250 -3.40635 -0.28 -0.16 0.09 -0.52
O -7.20832 -8.52499 -1.56588 -0.01 -0.08 0.05 -0.31
F -8.14916 -11.83696 -1.61392 -0.05 0.04 -0.02 -0.29
H -7.94984 -9.82332 -0.13580 -0.06 -0.09 -0.05 0.28
H -6.19848 -9.94186 -0.42690 0.07 0.15 -0.10 0.27
H -6.57888 -11.07714 -2.58191 -0.02 -0.10 0.02 0.29
```
Forces are in eV/Å.

Summary:
E_LUMO   1.501 eV
Frontier orbital gap   0.177 Ha
Net charge   -1
HOMO level   -3.33 eV

=====

Below is a structure of composition C25H40OP2SiTi in a non-equilibrium geometry, with properties calculated with ωB97M-V/def2-TZVPD.

The geometry in XYZ format:
```
70
Properties=species:S:1:pos:R:3:forces:R:3:mulliken_charge:R:1
Ti -0.00389 0.08416 -0.09529 -1.61 -5.18 0.63 -1.73
Si 0.97063 2.24528 0.42631 0.60 1.31 0.25 1.14
P -2.17252 0.90023 0.73519 -0.15 0.51 0.04 0.99
P 2.24654 -0.72895 -0.68216 0.33 0.41 -0.04 1.04
H -1.03194 -1.08669 -1.77194 2.58 -1.38 3.88 -0.46
C -3.59959 -0.19891 0.51953 -0.21 -0.20 0.04 -1.31
H -4.51391 0.30650 0.85534 0.11 -0.12 -0.07 0.45
H -3.44810 -1.11182 1.10608 0.02 0.17 -0.12 0.31
H -3.69962 -0.48404 -0.53362 0.02 0.05 0.24 0.27
C -2.71260 2.42050 -0.12338 -0.41 0.14 0.18 -1.19
H -3.69206 2.71058 0.27697 0.13 0.16 -0.18 0.45
H -2.80248 2.25392 -1.20425 0.04 -0.03 0.26 0.23
H -1.99328 3.22960 0.04218 -0.11 -0.16 0.03 0.25
C -2.21888 1.34913 2.48957 -0.23 0.09 0.18 -0.56
H -3.22898 1.69367 2.74363 0.18 -0.01 0.08 0.45
H -1.48989 2.14109 2.68772 -0.15 -0.13 -0.06 0.29
H -1.95820 0.48166 3.10456 -0.03 0.20 -0.21 -0.08
C 2.31942 -2.40357 -1.38368 0.00 -0.20 -0.16 -1.28
H 3.34784 -2.63192 -1.69509 -0.19 0.00 0.07 0.45
H 1.64740 -2.45945 -2.24814 0.13 -0.01 0.20 0.32
H 1.98457 -3.13925 -0.64305 0.02 0.20 -0.13 0.26
C 3.02701 0.29176 -1.97762 0.50 -0.24 -0.16 -1.14
H 3.99389 -0.15785 -2.23835 -0.08 0.27 -0.14 0.45
H 3.17890 1.31645 -1.62017 -0.02 -0.23 -0.01 0.23
H 2.38848 0.32379 -2.86977 0.12 -0.05 0.22 0.26
C 3.47019 -0.78356 0.66317 0.19 -0.03 -0.06 -1.08
H 4.38441 -1.27387 0.30288 -0.10 0.13 0.15 0.42
H 3.05102 -1.34403 1.50667 0.04 0.11 -0.20 0.24
H 3.69718 0.23303 1.00137 -0.05 -0.19 -0.07 0.32
C 0.96087 3.47763 -1.01606 0.10 0.21 0.19 -0.96
H -0.07134 3.65852 -1.35340 0.41 0.02 -0.08 0.21
H 1.57485 3.09138 -1.84373 -0.29 0.24 0.13 0.20
H 1.39753 4.41429 -0.63259 -0.18 -0.19 -0.39 0.40
H 0.26908 2.98885 1.51035 0.06 0.17 0.25 -0.36
H 2.40640 2.20264 0.82508 0.13 0.03 0.19 -0.36
C -0.91902 0.55441 -2.94573 0.00 3.48 2.12 0.67
O -0.36256 0.95145 -1.86715 -0.97 -0.32 -4.39 0.28
C -2.15315 -0.24978 -3.00681 -1.02 -1.55 -1.51 -0.90
H -2.30972 -0.50517 -4.05697 -0.34 0.27 -0.21 0.54
H -3.02672 0.29188 -2.63915 0.22 0.21 0.15 0.21
H -2.08130 -1.24561 -2.46100 -0.31 1.42 -0.55 0.57
C -0.58179 1.26679 -4.21365 0.86 0.02 -0.67 -1.76
H -0.40745 0.55129 -5.02339 -0.09 -0.09 0.07 0.46
H 0.28793 1.92282 -4.15941 0.01 -0.17 0.39 0.28
H -1.41151 1.89125 -4.56024 -0.19 -0.23 0.28 0.40
C 0.12288 -1.22707 1.42132 0.26 0.66 -0.37 -0.04
C 0.32874 -1.98768 2.42420 -0.42 0.17 -0.01 0.28
C 0.48753 -2.75809 3.52437 0.10 0.12 -0.60 0.32
C 1.10741 -4.08599 3.41689 -0.08 -0.98 0.16 0.19
C 0.72523 -5.12812 4.31018 0.37 0.14 -0.58 -0.33
C 1.33496 -6.38141 4.24465 0.02 0.36 -0.11 -0.69
C 2.35458 -6.61824 3.31639 -0.06 0.27 -0.03 -0.41
C 2.72125 -5.61002 2.41641 -0.24 -0.06 -0.01 -0.65
C 2.07246 -4.37594 2.43067 -0.19 0.04 0.53 -0.07
C 0.03738 -2.29010 4.84146 -0.05 0.34 0.60 0.16
C 0.75402 -2.63824 6.01119 -0.27 0.34 -0.09 -0.17
C 0.32246 -2.21391 7.26486 -0.33 0.11 -0.14 -0.68
C -0.85388 -1.45696 7.38275 0.02 -0.06 -0.26 -0.42
C -1.56999 -1.10171 6.22942 0.29 -0.02 0.06 -0.74
C -1.11540 -1.48863 4.96645 0.42 -0.43 0.51 -0.47
H -0.06708 -4.94285 5.03684 0.27 -0.06 -0.20 0.49
H 1.01552 -7.16731 4.93203 0.13 0.19 -0.22 0.37
H 2.85493 -7.58259 3.29498 -0.05 0.15 -0.03 0.36
H 3.51851 -5.78312 1.69152 -0.24 -0.03 0.17 0.37
H 2.30978 -3.58519 1.71406 0.11 -0.31 0.23 0.10
H 1.66613 -3.22856 5.92226 -0.26 0.15 0.02 0.50
H 0.89469 -2.48207 8.15775 -0.21 0.11 -0.31 0.37
H -1.21122 -1.15174 8.36906 0.11 -0.08 -0.34 0.35
H -2.49028 -0.51943 6.31230 0.28 -0.14 0.03 0.38
H -1.65113 -1.23077 4.05829 -0.02 -0.08 0.19 0.56
```
Forces are in eV/Å.

Summary:
Relative energy (zero: lowest compared OMol25 entry of this formula, charge and spin)   0.0 kcal/mol
E_LUMO (alpha / beta)   -0.746 / -0.750 eV
Frontier orbital gap (alpha / beta)   0.179 / 0.179 Ha
HOMO level (alpha / beta)   -5.61 / -5.61 eV

=====

Below is a cluster of 2 separate species, C4H12 in total in a non-equilibrium geometry, with properties calculated with ωB97M-V/def2-TZVPD.

The geometry in XYZ format:
```
16
Properties=species:S:1:pos:R:3:forces:R:3:mulliken_charge:R:1
C 1.79292 -0.76580 -1.59844 2.20 -0.54 -1.52 -0.76
C 0.65827 -1.73839 -1.42442 -1.80 0.00 1.11 -0.86
H 2.32939 -0.72498 -2.61821 -1.29 -0.46 1.11 0.29
H 1.62663 0.29068 -1.39967 -0.37 -0.21 0.56 0.25
H 2.56989 -1.18763 -0.97835 0.64 0.63 0.45 0.23
H -0.27092 -1.20152 -1.46748 -0.71 0.39 -0.23 0.23
H 0.54873 -2.23516 -0.41136 0.81 0.58 -0.99 0.26
H 0.52166 -2.51342 -2.15465 0.52 -0.39 -0.49 0.36
C -0.71613 0.70421 1.38936 -0.27 -1.53 -1.07 -0.56
C -1.72700 1.81001 1.65069 0.47 0.52 -0.31 -0.87
H -1.00649 -0.14326 0.70898 -0.58 1.03 0.28 0.14
H 0.04597 1.20525 0.80457 0.97 -0.52 0.50 0.16
H -0.42187 0.08781 2.23862 0.67 0.80 0.32 0.33
H -1.16171 2.75693 1.46757 -0.98 -0.47 0.00 0.26
H -2.56461 1.68912 0.97035 -0.15 0.47 -0.03 0.26
H -2.10095 1.88954 2.66083 -0.13 -0.30 0.30 0.27
```
Forces are in eV/Å.

Summary:
Relative energy (zero: lowest compared OMol25 entry of this formula, charge and spin)   20.8 kcal/mol
E_LUMO   1.157 eV
Frontier orbital gap   0.458 Ha
SMILES string   CC.CC
HOMO level   -11.31 eV